{"formula": "H54O27", "method": "wB97M-V/def2-TZVPD", "species": ["O", "H", "H", "O", "H", "H", "O", "H", "H", "O", "H", "H", "O", "H", "H", "O", "H", "H", "O", "H", "H", "O", "H", "H", "O", "H", "H", "O", "H", "H", "O", "H", "H", "O", "H", "H", "O", "H", "H", "O", "H", "H", "O", "H", "H", "O", "H", "H", "O", "H", "H", "O", "H", "H", "O", "H", "H", "O", "H", "H", "O", "H", "H", "O", "H", "H", "O", "H", "H", "O", "H", "H", "O", "H", "H", "O", "H", "H", "O", "H", "H"], "xyz": [[-2.756775, -1.081918, -2.002493], [-3.396323, -1.517203, -1.438814], [-1.979922, -0.982860, -1.452102], [-2.090988, -0.351272, 1.676113], [-1.549540, -0.747145, 2.359002], [-2.975247, -0.348235, 2.042590], [-4.337533, -0.395378, 3.038402], [-4.229032, -1.137102, 3.633658], [-3.885653, 0.328467, 3.472084], [-0.363812, -0.594031, 3.853436], [0.308190, 0.075622, 3.980752], [-1.015059, -0.412359, 4.531010], [3.071885, 3.707427, -1.830290], [2.736609, 3.511629, -2.705207], [2.811649, 2.954569, -1.299527], [2.168102, 1.898073, 1.979012], [2.158362, 1.639573, 1.057430], [3.030885, 2.291787, 2.108720], [2.090923, 0.820029, 4.502163], [2.390254, 1.198026, 3.675265], [2.489803, -0.049750, 4.526760], [2.372243, 1.269514, -0.645167], [2.832355, 0.435173, -0.553489], [1.453675, 1.025733, -0.759355], [-1.113923, -4.825395, -0.823465], [-1.313483, -5.733507, -0.595976], [-1.513674, -4.700195, -1.684127], [0.603334, -2.999338, 2.727366], [0.520255, -2.659179, 1.836509], [0.153696, -2.354438, 3.273404], [-0.634145, -1.122665, -4.968018], [-0.528883, -1.949891, -5.437966], [-1.496074, -1.188199, -4.556913], [-0.639864, 2.560588, 2.669576], [-0.306781, 3.455623, 2.734367], [0.115944, 2.042719, 2.392479], [-2.845520, 1.667411, 4.140478], [-2.376860, 1.706953, 4.974158], [-2.219963, 2.001155, 3.497433], [1.307147, 0.439475, -3.492993], [0.989974, -0.263697, -4.059730], [1.434303, 0.022119, -2.641008], [3.293801, -3.549692, 2.938122], [2.348786, -3.677654, 2.855583], [3.632012, -4.410753, 3.183913], [-0.762482, 5.232896, -0.402779], [-0.580652, 6.076927, 0.010484], [-0.728952, 4.601602, 0.315948], [3.491021, -1.354453, -0.575805], [4.189113, -1.042082, -1.151406], [3.691009, -2.280098, -0.436492], [0.786340, -5.817727, 2.614970], [1.702399, -5.856876, 2.889818], [0.535652, -4.903128, 2.745008], [2.631061, 2.397368, -4.417275], [2.829977, 2.199575, -5.332441], [2.105497, 1.654663, -4.119973], [-0.972884, 1.801595, -2.615025], [-0.244050, 1.336253, -3.025496], [-0.944094, 1.530867, -1.697360], [-2.598471, 1.766037, -0.266682], [-2.539369, 1.286732, 0.559751], [-3.530970, 1.758106, -0.482563], [-3.436355, 3.750201, -2.056104], [-3.631394, 3.788269, -1.119755], [-2.480374, 3.734679, -2.101677], [3.528697, -4.488916, -0.700370], [2.920911, -4.659079, -1.420010], [3.430953, -5.243878, -0.120099], [-0.613147, 4.690897, -3.325878], [-0.755896, 5.273958, -2.580285], [-0.629472, 3.811119, -2.949100], [0.118153, -0.110626, -0.193132], [-0.485971, 0.051131, 0.531505], [0.410036, -1.013242, -0.065310], [-3.176135, 0.632649, -4.132777], [-3.311674, -0.098052, -3.529501], [-2.963194, 1.374720, -3.566897], [0.352009, -2.911758, 0.038724], [-0.229611, -3.583941, -0.316419], [1.147189, -3.386194, 0.281257]], "forces_ev_per_angstrom": [[-0.14, -0.54, -0.17], [-0.22, -0.08, 0.19], [0.41, 0.37, 0.23], [0.90, 0.07, -1.13], [0.39, 0.12, 0.39], [-0.94, -0.25, 0.19], [-0.55, -0.51, -0.41], [-0.14, -0.28, 0.13], [0.22, 0.92, 0.70], [-0.49, -0.71, -0.05], [0.94, 0.55, 0.15], [-0.25, 0.04, 0.18], [0.22, 0.60, 0.43], [-0.02, -0.06, -0.54], [0.01, -0.25, -0.01], [-0.20, 0.25, 1.24], [0.16, -0.30, -1.20], [0.22, 0.37, -0.14], [-0.49, -0.19, 0.61], [-0.10, 0.14, -0.64], [0.24, -0.30, 0.11], [0.45, 0.62, 0.06], [0.18, -0.56, 0.12], [-0.72, -0.27, 0.13], [-0.31, -0.31, -0.35], [0.06, -0.25, 0.34], [-0.15, 0.16, -0.32], [0.11, -0.53, 0.38], [-0.38, 0.04, -0.61], [-0.04, 0.46, 0.56], [0.61, -0.19, -0.01], [0.06, -0.17, -0.22], [-0.47, 0.49, 0.23], [-0.58, 0.07, 0.07], [0.14, 0.21, 0.07], [0.52, -0.14, -0.11], [-0.63, -0.40, 0.42], [0.00, 0.14, 0.24], [0.70, 0.26, -0.58], [-0.18, -0.53, 0.44], [-0.64, -0.39, -0.55], [0.25, -0.06, 0.34], [0.58, -0.14, -0.12], [-0.63, 0.44, 0.10], [0.33, -0.12, 0.13], [-0.13, 0.04, -0.03], [0.08, 0.28, 0.02], [-0.03, -0.34, 0.06], [-0.20, 0.42, -0.10], [0.32, 0.04, -0.24], [-0.01, -0.59, 0.21], [0.04, -0.65, -0.30], [0.13, -0.15, 0.12], [-0.27, 0.68, 0.10], [0.62, 0.81, -0.42], [0.09, 0.21, -0.19], [-0.18, -0.30, 0.24], [-0.23, 0.56, 0.15], [0.39, -0.14, -0.47], [-0.37, -0.05, 0.41], [0.21, 0.19, 0.20], [0.21, -0.30, 0.42], [-0.19, -0.02, -0.41], [-0.66, 0.01, -0.21], [0.11, 0.15, 0.18], [0.33, 0.01, -0.13], [-0.01, 0.38, 0.05], [-0.14, -0.03, -0.31], [0.06, -0.17, 0.27], [-0.13, 0.35, -0.44], [0.09, 0.09, 0.25], [0.19, -0.59, 0.06], [0.02, 0.50, -0.45], [-0.66, 0.13, 0.27], [0.14, -0.76, -0.10], [-0.39, -0.27, -0.86], [0.03, 0.04, 0.38], [0.32, 0.29, 0.24], [0.88, 1.19, 0.33], [-0.61, -0.60, -0.09], [0.51, -0.22, -0.24]], "relative_energy_kcal_mol": 59.63, "lumo_energy_ha": -0.02292, "gap_ev": 8.85}

{"formula": "H57O28", "method": "wB97M-V/def2-TZVPD", "species": ["O", "H", "H", "H", "O", "H", "H", "O", "H", "H", "O", "H", "H", "O", "H", "H", "O", "H", "H", "O", "H", "H", "O", "H", "H", "O", "H", "H", "O", "H", "H", "O", "H", "H", "O", "H", "H", "O", "H", "H", "O", "H", "H", "O", "H", "H", "O", "H", "H", "O", "H", "H", "O", "H", "H", "O", "H", "H", "O", "H", "H", "O", "H", "H", "O", "H", "H", "O", "H", "H", "O", "H", "H", "O", "H", "H", "O", "H", "H", "O", "H", "H", "O", "H", "H"], "xyz": [[0.508558, -0.501508, 0.224097], [0.101798, 0.159122, -0.341343], [-0.161182, -0.811238, 0.838187], [1.280628, -0.097708, 0.627157], [-0.924222, 1.261312, -1.903233], [-1.209642, 2.148592, -1.685313], [-0.365652, 1.371092, -2.672763], [-4.088202, -1.124538, 3.835317], [-4.433072, -0.665758, 4.601357], [-4.482392, -0.674198, 3.088287], [-2.112922, 1.717062, 2.191647], [-2.265562, 2.032512, 3.082397], [-1.391172, 2.255382, 1.866797], [3.105618, 0.215752, 3.713587], [2.576608, -0.250178, 4.361117], [4.000698, -0.082218, 3.875677], [3.089348, 2.065472, -4.650123], [2.686568, 1.661732, -3.881363], [3.954148, 1.659402, -4.709093], [1.865288, -2.178118, -2.464863], [1.351368, -2.382128, -3.246213], [1.456848, -2.691848, -1.768093], [-4.240672, 1.400502, -3.921713], [-4.640112, 0.594512, -3.594523], [-3.314692, 1.319362, -3.693213], [0.671848, -1.253468, 4.245587], [1.415238, -1.536168, 3.712947], [-0.079872, -1.305448, 3.655287], [-1.355362, -0.930128, 2.209807], [-1.755222, -0.061368, 2.249767], [-2.071772, -1.512668, 1.957527], [0.726288, -4.043838, -0.980093], [1.186658, -4.307468, -0.183353], [-0.008752, -4.653498, -1.045423], [-4.681162, -0.606498, -2.071143], [-4.652102, -1.080278, -1.239933], [-5.140752, -1.197028, -2.668033], [-1.262682, -0.989808, 6.477947], [-0.636262, -0.723748, 5.804867], [-1.789292, -0.206798, 6.638627], [2.127978, -2.508878, 1.994687], [1.920548, -3.442198, 2.040707], [3.084138, -2.473908, 2.022147], [3.641638, -4.751968, -1.826563], [3.521418, -5.558298, -1.324963], [3.004428, -4.141448, -1.455813], [-2.089942, -1.112418, -0.951223], [-2.956072, -1.404688, -1.235183], [-1.954762, -0.282558, -1.408703], [-4.799902, -2.447538, -0.082013], [-4.282002, -3.213018, -0.331113], [-5.254462, -2.714938, 0.716797], [0.842798, 2.215022, 3.272477], [0.952968, 2.060112, 2.334347], [1.488258, 1.642942, 3.687617], [-3.874082, 2.291882, 0.355377], [-3.180642, 2.128702, 0.994707], [-4.537572, 1.628942, 0.546507], [2.668938, 0.707582, 1.293587], [2.962028, 0.486202, 2.177517], [3.138918, 1.513572, 1.079737], [0.277528, 2.270422, 0.339567], [-0.355122, 2.902672, -0.001373], [1.109858, 2.525232, -0.058593], [-1.859162, -2.861448, -2.893923], [-1.110892, -2.761118, -3.482363], [-1.719552, -2.202648, -2.213683], [2.830158, 0.302542, -2.466653], [2.320708, -0.491608, -2.305353], [3.577258, 0.233262, -1.872283], [2.164088, 3.531712, -1.508383], [2.141238, 4.399602, -1.911453], [1.534418, 3.016332, -2.012513], [-1.762322, 3.774562, -0.730633], [-2.609772, 3.513602, -0.370123], [-1.878402, 4.692382, -0.976303], [3.714408, 3.081332, 0.610207], [3.168348, 3.270352, -0.152893], [3.632558, 3.858902, 1.162407], [4.325278, -1.677378, -1.033333], [5.010108, -1.329998, -0.461873], [4.496918, -2.618388, -1.068983], [0.420058, 2.637092, -3.975693], [1.255798, 2.314052, -4.312483], [-0.022872, 3.001302, -4.742113]], "forces_ev_per_angstrom": [[-0.07, -1.06, -1.67], [-0.59, 1.09, -0.93], [-1.17, -0.48, 1.54], [1.97, 0.91, 1.26], [-0.14, -1.11, 0.26], [-0.34, 0.53, 0.11], [0.23, 0.16, -0.67], [0.25, -0.13, -0.28], [-0.08, 0.02, 0.33], [-0.23, 0.14, -0.16], [-0.09, -0.27, 0.14], [-0.01, 0.13, 0.44], [0.84, 0.10, 0.00], [0.54, -0.19, 0.65], [-0.56, -0.05, 0.36], [0.46, 0.11, 0.18], [-0.36, 0.66, -0.48], [0.70, -0.79, 0.74], [0.11, -0.18, -0.03], [0.20, 0.52, -0.29], [0.03, -0.13, -0.28], [-0.47, -0.22, 0.23], [-0.06, 0.46, -0.54], [0.06, 0.08, 0.28], [0.17, -0.09, 0.13], [0.39, 0.26, 0.72], [-0.01, -0.46, -0.46], [-0.52, 0.08, -0.41], [0.82, -0.77, -0.44], [-0.17, 0.96, 0.15], [-0.23, -0.34, 0.01], [0.04, -0.13, 0.45], [0.06, -0.05, 0.29], [-0.38, -0.09, -0.31], [0.27, 0.28, -0.32], [-0.67, -0.18, 0.48], [-0.21, -0.35, -0.11], [-0.24, -0.09, 0.13], [0.42, -0.09, -0.23], [-0.13, 0.16, 0.16], [-0.22, 0.18, -0.05], [-0.12, -0.28, 0.22], [0.36, 0.12, -0.15], [0.39, 0.17, 0.12], [0.07, -0.34, 0.04], [-0.34, 0.18, -0.29], [0.43, -0.44, 0.86], [-0.32, 0.22, -0.08], [0.07, 0.86, -0.39], [0.16, 0.03, 0.14], [0.16, -0.34, -0.17], [-0.26, 0.01, 0.25], [-0.45, 0.27, 0.31], [0.13, -0.02, -0.49], [0.15, -0.07, 0.14], [-0.34, 0.43, -0.72], [0.13, -0.32, 0.66], [-0.26, -0.01, -0.26], [-0.86, -0.93, -1.18], [-0.23, -0.34, 0.58], [0.32, 1.00, -0.47], [0.17, -0.61, 0.87], [-0.44, 0.62, -0.30], [0.40, 0.24, 0.02], [-0.04, -0.81, -0.56], [0.01, -0.10, -0.30], [0.28, 0.40, 0.50], [-0.21, 1.45, -0.08], [-0.11, -0.92, -0.08], [0.19, -0.16, 0.06], [-0.12, 0.04, 0.14], [0.08, 0.32, -0.14], [-0.18, -0.29, -0.52], [0.51, 0.07, -0.08], [-0.91, -0.42, 0.05], [0.14, 0.30, -0.16], [0.49, -0.21, 0.58], [-0.20, 0.15, -0.78], [0.07, 0.14, 0.33], [-0.14, 0.25, 0.31], [0.26, 0.11, 0.17], [0.14, -0.44, -0.35], [-0.28, -0.09, 0.64], [0.33, 0.09, -0.62], [-0.21, 0.14, -0.19]], "lumo_energy_ha": -0.10190, "gap_ev": 9.89, "charge": 1}